C2H2AgFNaO2 | ωB97M-V with the def2-TZVPD basis set

Positions of all 9 atoms, in Å:
C (0.706, -0.066, -0.699)
C (1.709, 0.934, -0.692)
O (1.021, -1.018, -0.007)
F (-0.413, 0.000, -1.479)
H (-1.577, 0.903, 1.454)
H (2.598, 0.683, -1.294)
Na (0.099, -1.305, 2.139)
Ag (-2.724, -0.193, -0.448)
O (-1.419, 0.062, 1.025)

Values from the calculation:
E	-636.65784	a.u.
net charge	+1
E_HOMO	-13.720	eV
relative energy (zero: lowest compared OMol25 entry of this formula, charge and spin)	0.0	kcal/mol